Computed, not measured: C17H25N3OS as an isolated structure, with wB97M-V/def2-TZVPD.

Geometry as XYZ:
```
47
Properties=species:S:1:pos:R:3:forces:R:3
C -4.529219 0.141221 -1.964738 2.4 -3.3 -4.4
H -5.107187 -0.082677 -2.869543 0.0 1.4 -0.2
H -3.611974 0.725323 -2.105508 -0.9 0.2 0.0
H -5.153416 0.364256 -1.219236 -2.0 0.9 3.1
S -3.924071 -1.659590 -1.874806 1.0 2.7 3.2
C -2.942346 -1.095719 -0.244255 0.4 -5.2 -0.8
C -1.717512 -0.286963 -0.506517 5.3 -7.3 0.2
H -1.692622 0.411874 -1.213504 -0.7 3.5 -2.0
H -0.835261 -1.097333 -1.213533 -2.7 1.8 1.9
C -0.839690 -0.014122 0.740294 3.8 1.8 -2.3
N 0.529087 0.931725 0.409340 -13.0 5.0 -0.4
C 0.348598 2.146261 -0.178514 -8.0 -1.6 3.7
O -0.998751 2.536130 -0.266885 7.3 -1.1 -0.3
C 1.600512 2.795066 -0.367035 -6.6 0.0 -7.4
H 1.498996 3.746803 -0.230599 -0.4 5.8 1.3
H 2.277555 2.417815 0.147544 6.4 -3.6 4.1
C 1.646478 2.694082 -1.935027 7.8 2.1 0.1
C 3.148212 3.342002 -2.173153 0.6 -7.0 -0.3
H 3.430334 4.186086 -1.755414 0.3 4.5 2.4
H 3.446297 3.400005 -3.179257 -0.3 0.2 -1.8
H 4.001950 2.634151 -1.802933 -1.5 0.7 -0.2
C 0.837455 3.778760 -2.631620 -0.2 -8.2 -1.8
H 1.001554 4.684173 -2.366078 0.3 5.8 2.3
H 0.916563 3.635416 -3.671609 1.2 0.3 -1.6
H 0.025232 3.162696 -2.565469 -4.5 0.7 0.8
C 1.773736 1.209527 -2.401438 -9.9 6.4 -7.8
H 0.568912 0.839113 -2.415781 3.6 0.2 -0.1
H 2.207038 1.215037 -3.454004 -0.9 -0.1 1.1
H 2.356357 0.757242 -1.866281 5.9 -5.3 6.3
H 1.166225 0.359039 0.439346 9.4 -6.6 0.0
C -0.182285 -1.147848 1.532212 -5.4 2.0 -1.3
N 0.918952 -1.671060 1.303399 2.4 -1.7 1.8
C 0.986059 -2.682137 2.335121 -5.7 4.4 -0.5
C 1.884769 -3.572561 2.511437 2.8 -1.7 0.2
C 1.696373 -4.525519 3.472772 5.4 -1.1 -0.7
C 0.700077 -4.641613 4.258186 -6.4 4.1 -3.4
C -0.460783 -3.933693 3.770687 -4.8 4.4 4.1
C -0.360849 -2.650333 3.139569 6.1 -6.3 -1.8
N -1.036881 -1.775711 2.446028 -1.1 2.2 -0.4
H -1.930723 -1.428812 2.720148 -0.4 0.4 -0.1
H -1.607931 -3.889354 4.514256 3.5 -0.9 -2.2
H 0.378757 -5.193542 4.976573 -0.4 -4.2 4.5
H 2.499112 -5.152460 3.704260 1.6 -0.9 0.0
H 2.809556 -3.426184 2.031792 1.0 -0.4 -0.8
H -1.397356 0.697467 1.231630 -1.1 1.3 2.3
H -3.545822 -0.698868 0.504497 -1.8 1.3 0.7
H -2.780066 -2.185170 0.283646 0.5 2.5 -1.4
```
Forces are in eV/Å.

The HOMO-LUMO gap comes out at 9.27 eV. For the HOMO energy, the calculation gives -8.664 eV. The LUMO energy comes out at 0.602 eV.